1.
Density functional theory data (ωB97M-V/def2-TZVPD) for a 3-piece molecular cluster, H7NO2 overall.

Geometry (Å):
1 N 0.303 -1.768 -0.316
2 H 0.914 -2.454 0.101
3 H 0.826 -0.978 -0.678
4 H -0.239 -2.161 -1.068
5 O 0.697 1.430 -0.876
6 H 0.155 1.188 -0.108
7 H 0.247 2.194 -1.256
8 O -1.051 0.423 1.200
9 H -0.733 -0.317 0.655
10 H -0.758 0.255 2.099

Cartesian forces (eV/Å) of the 2 atoms listed first:
N -0.3 0.6 0.3
H 0.0 0.0 -0.2

## Properties
Structure (SMILES): N.O.O
ΔE to the lowest compared entry with this formula, charge and spin (kcal/mol): 0.0
Gap between HOMO and LUMO (eV): 11.54
LUMO (eV): 0.94

=====

2.
Density functional theory data (ωB97M-V/def2-TZVPD) for a 4-piece molecular cluster, H7O3S overall.

Geometry (Å):
1 S 0.471 -1.158 1.013
2 H 1.177 -0.292 0.154
3 H -0.746 -1.457 -2.488
4 H -0.955 -1.589 -0.922
5 O -0.769 -2.111 -1.759
6 H -1.772 1.766 -0.259
7 H -2.781 1.022 -0.868
8 O -2.232 1.828 -1.088
9 H 1.994 0.056 2.123
10 H 2.878 1.180 1.617
11 O 2.735 0.755 2.477

Cartesian forces (eV/Å) of the 2 atoms listed first:
S 0.7 1.3 -0.6
H -0.8 -0.9 0.7

## Properties
ΔE to the lowest compared entry with this formula, charge and spin (kcal/mol): 25.6
Net charge: -1
Gap between HOMO and LUMO (eV): 7.25
LUMO (eV): 3.75

=====

3.
Density functional theory data (ωB97M-V/def2-TZVPD) for a 4-piece molecular cluster, H7O4 overall.

Geometry (Å):
1 O -0.210 0.287 0.583
2 H -0.401 0.849 1.336
3 O 1.239 -0.001 -1.682
4 H 1.710 0.818 -1.827
5 H 0.824 0.065 -0.794
6 O 1.876 -0.759 1.475
7 H 1.868 -1.673 1.177
8 H 0.942 -0.430 1.028
9 O -2.812 0.618 -0.529
10 H -1.966 0.512 -0.044
11 H -3.069 -0.287 -0.723

Cartesian forces (eV/Å) of the 2 atoms listed first:
O -0.7 -0.2 -0.3
H 0.2 0.1 0.1

## Properties
ΔE to the lowest compared entry with this formula, charge and spin (kcal/mol): 8.1
Net charge: -1
Gap between HOMO and LUMO (eV): 9.23
LUMO (eV): 4.51

=====

4.
Density functional theory data (ωB97M-V/def2-TZVPD) for a 4-piece molecular cluster, H7O4 overall.

Geometry (Å):
1 O -1.459 0.580 -1.229
2 H -1.559 -0.293 -1.626
3 O 0.904 2.096 1.165
4 H -0.018 2.276 0.967
5 H 1.111 1.275 0.643
6 O -0.427 -2.301 0.430
7 H 0.131 -1.617 -0.074
8 H -0.939 -1.690 0.969
9 O 0.987 -0.192 -0.291
10 H -0.607 0.410 -0.755
11 H 1.874 -0.544 -0.199

Cartesian forces (eV/Å) of the 2 atoms listed first:
O 0.2 -0.4 0.3
H -0.2 0.1 -0.1

## Properties
ΔE to the lowest compared entry with this formula, charge and spin (kcal/mol): 4.2
Net charge: -1
Gap between HOMO and LUMO (eV): 9.18
LUMO (eV): 4.60

=====

5.
Density functional theory data (ωB97M-V/def2-TZVPD) for a 4-piece molecular cluster, H7O4 overall.

Geometry (Å):
1 O 0.240 -0.647 -0.020
2 H 0.157 -1.601 -0.067
3 O 0.434 0.523 2.270
4 H 0.199 0.054 1.396
5 H -0.348 0.954 2.629
6 O -2.411 -0.620 -0.763
7 H -1.513 -0.861 -0.432
8 H -2.144 -0.066 -1.520
9 O 1.854 0.766 -1.577
10 H 1.172 0.283 -1.019
11 H 2.361 1.214 -0.897

Cartesian forces (eV/Å) of the 2 atoms listed first:
O -0.7 0.1 -0.1
H 0.4 -0.2 0.1

## Properties
ΔE to the lowest compared entry with this formula, charge and spin (kcal/mol): 3.3
Net charge: -1
Gap between HOMO and LUMO (eV): 9.44
LUMO (eV): 4.62

=====

6.
Density functional theory data (ωB97M-V/def2-TZVPD) for a 40-piece molecular cluster, H80O40 overall.

Geometry (Å):
1 H 0.302 0.728 2.470
2 H 0.742 0.451 1.036
3 O 0.052 0.205 1.674
4 H 2.620 3.942 -3.598
5 H 3.958 3.809 -2.641
6 O 2.975 3.549 -2.687
7 H -2.558 -4.901 2.795
8 H -2.706 -4.337 4.262
9 O -2.962 -4.337 3.381
10 H -0.999 3.917 -1.390
11 H -1.068 3.094 -0.058
12 O -1.466 3.687 -0.571
13 H 2.638 -4.430 1.013
14 H 1.446 -3.486 0.945
15 O 1.693 -4.335 1.257
16 H -0.233 4.611 -3.768
17 O -0.256 4.562 -2.820
18 H -3.390 0.927 0.760
19 O -2.982 1.533 0.390
20 H -2.550 -1.728 -1.077
21 H -1.727 -0.821 -0.043
22 O -2.627 -1.161 -0.274
23 H 4.163 4.647 1.877
24 H 3.162 3.549 1.590
25 O 3.282 4.342 2.168
26 H -2.403 4.925 0.159
27 H -1.699 6.021 0.994
28 O -2.607 5.461 1.018
29 H 3.216 -0.155 -1.727
30 H 2.785 0.882 -0.674
31 O 2.448 0.123 -1.080
32 H 0.337 -1.972 6.468
33 O -0.196 -1.981 5.586
34 H -4.048 -4.559 0.765
35 H -4.771 -5.036 -0.688
36 O -4.269 -4.278 -0.207
37 H 1.527 3.527 4.072
38 H 0.633 4.637 4.916
39 O 1.428 3.993 4.850
40 H -0.317 -1.695 1.675
41 H -1.241 -2.081 0.641
42 O -0.324 -2.427 1.020
43 H 1.800 1.000 -3.831
44 H 1.283 0.920 -5.346
45 O 2.005 1.219 -4.755
46 H 5.535 -0.471 -2.964
47 H 5.713 0.961 -2.219
48 O 5.238 0.114 -2.251
49 H 3.003 -1.395 -3.338
50 H 3.154 -2.749 -3.980
51 O 2.473 -2.259 -3.522
52 H -0.456 -5.650 0.414
53 O -0.863 -6.281 1.106
54 H 0.755 -1.366 -3.289
55 H -0.200 -2.522 -3.473
56 O -0.149 -1.588 -3.578
57 H 4.786 -2.420 -0.342
58 O 4.729 -3.027 -1.288
59 H -2.270 4.971 2.680
60 H -1.221 5.982 3.159
61 O -1.474 5.108 3.198
62 H -5.129 1.912 2.286
63 H -5.146 0.329 2.131
64 O -5.052 1.049 2.816
65 H -4.223 -1.074 -1.177
66 H -5.562 -1.694 -0.485
67 O -5.172 -0.911 -0.735
68 H 2.209 2.505 0.317
69 H 2.860 3.880 -0.351
70 O 3.081 2.942 0.064
71 H -1.338 -2.028 3.733
72 H -2.871 -2.242 3.385
73 O -2.311 -1.636 3.641
74 H -0.997 0.815 4.811
75 H -1.180 0.155 3.424
76 O -0.707 0.839 3.844
77 H -0.023 -0.935 -4.981
78 H -0.123 -0.806 -6.522
79 O 0.303 -0.339 -5.789
80 H -2.819 -3.837 -0.589
81 H -1.262 -3.446 -0.808
82 O -1.928 -3.896 -1.200
83 H 3.018 -1.081 1.092
84 H 2.234 -1.492 -0.188
85 O 2.964 -1.772 0.353
86 H 0.975 0.769 -1.216
87 H -0.621 0.925 -0.883
88 O 0.184 1.319 -0.804
89 H 0.453 -4.629 -1.702
90 O 0.978 -4.116 -2.250
91 H -3.594 5.415 -2.023
92 H -3.243 4.042 -2.442
93 O -3.762 4.889 -2.800
94 H -0.209 -6.342 1.892
95 H 0.686 4.401 -2.767
96 H 4.850 -3.917 -1.001
97 H -2.770 2.219 0.971
98 H -0.908 -1.333 5.614
99 H 0.993 -3.270 -2.057
100 O -2.009 0.525 -3.617
101 H -1.268 0.010 -3.787
102 H -1.952 0.854 -2.701
103 O -2.209 2.818 2.582
104 H -3.041 2.286 3.018
105 H -1.468 2.502 3.057
106 O 4.737 -1.146 -4.232
107 H 5.113 -2.077 -4.281
108 H 4.179 -0.927 -4.905
109 O -5.542 1.670 -0.368
110 H -5.142 1.948 -1.247
111 H -5.350 0.731 -0.178
112 O 1.624 1.117 6.493
113 H 1.117 0.547 6.802
114 H 1.546 1.369 5.543
115 O 3.526 -4.811 -2.987
116 H 2.703 -5.084 -3.008
117 H 3.436 -4.066 -2.398
118 O 3.079 -0.062 2.317
119 H 2.450 -0.219 2.936
120 H 3.789 0.456 2.494

Cartesian forces (eV/Å) of the 2 atoms listed first:
H -0.3 -0.4 -0.7
H -0.5 -0.2 -0.3

## Properties
ΔE to the lowest compared entry with this formula, charge and spin (kcal/mol): 216.4
Multiplicity: 2
Net charge: -1
Gap between HOMO and LUMO (alpha / beta) (eV): 1.84 / 9.03
<S²>: 0.751
LUMO (alpha / beta) (eV): 1.40 / 1.39

=====

7.
Density functional theory data (ωB97M-V/def2-TZVPD) for a 40-piece molecular cluster, H80O40 overall.

Geometry (Å):
1 H 0.058 4.694 3.626
2 H 1.106 4.994 4.675
3 O 0.271 5.179 4.484
4 H -1.344 2.657 3.416
5 H 0.088 2.290 2.831
6 O -0.582 2.841 3.003
7 H -2.402 -3.310 -3.644
8 H -3.365 -2.590 -4.680
9 O -2.913 -2.449 -3.842
10 H 1.958 -2.441 0.465
11 H 1.855 -3.942 0.969
12 O 1.572 -2.991 1.184
13 H 0.905 -1.036 2.313
14 H 0.906 -2.079 3.347
15 O 0.739 -1.066 3.327
16 H -1.507 0.636 2.755
17 O -1.306 -0.081 3.323
18 H 4.445 -0.909 -0.478
19 O 4.413 -1.836 -0.426
20 H 3.851 -4.715 -2.331
21 H 3.940 -3.694 -1.143
22 O 3.319 -4.256 -1.712
23 H -3.217 -2.689 5.632
24 H -1.799 -2.360 5.335
25 O -2.714 -2.049 5.214
26 H 1.694 0.572 4.849
27 H 2.880 0.877 3.864
28 O 2.266 1.290 4.468
29 H 3.862 4.030 3.075
30 H 4.057 2.567 2.597
31 O 4.117 3.465 2.361
32 H 4.052 -2.517 4.917
33 O 3.443 -3.129 4.450
34 H -3.587 -2.816 0.375
35 H -2.928 -1.603 1.055
36 O -3.669 -2.132 1.012
37 H -3.173 1.658 5.418
38 H -2.802 0.311 4.413
39 O -3.228 1.169 4.533
40 H -0.533 2.036 -6.585
41 H 0.638 2.185 -5.783
42 O 0.429 2.379 -6.654
43 H -3.684 2.880 0.372
44 H -4.558 1.781 1.045
45 O -3.648 2.334 1.082
46 H 1.104 1.476 0.248
47 H 0.976 0.541 1.319
48 O 1.628 1.127 0.964
49 H -1.957 0.288 1.312
50 H -2.523 0.651 -0.206
51 O -1.694 0.341 0.429
52 H -3.313 -1.549 -2.190
53 O -3.577 -0.761 -1.755
54 H -0.907 -6.073 0.399
55 H -0.557 -4.829 0.824
56 O -0.162 -5.517 0.370
57 H -0.148 -0.389 -6.390
58 O 0.585 -1.055 -6.146
59 H -0.313 3.157 0.895
60 H 1.102 3.530 0.034
61 O 0.129 3.472 0.062
62 H -0.336 -2.522 -0.076
63 H -1.173 -2.414 1.013
64 O -0.940 -3.092 0.419
65 H -0.499 2.472 -3.452
66 H -1.822 3.300 -3.345
67 O -1.239 2.925 -4.011
68 H 0.836 0.180 -1.157
69 H -0.628 0.239 -1.655
70 O 0.163 0.734 -1.541
71 H -5.452 -0.640 2.949
72 H -5.104 -0.445 1.366
73 O -5.682 -0.231 2.050
74 H -1.168 4.693 -1.003
75 H -1.628 6.191 -1.428
76 O -1.485 5.290 -1.736
77 H 1.066 4.654 -2.280
78 H 1.046 5.981 -3.264
79 O 1.567 5.380 -2.706
80 H 1.285 1.964 -2.558
81 H 1.139 0.759 -3.530
82 O 1.184 1.695 -3.445
83 H -0.922 -4.873 3.682
84 H -2.465 -5.137 3.442
85 O -1.787 -4.694 3.843
86 H -1.273 -0.966 -3.659
87 H -0.622 -0.924 -2.389
88 O -0.335 -1.052 -3.368
89 H -0.923 -3.859 -1.424
90 O -1.375 -3.894 -2.265
91 H 3.112 -0.474 3.013
92 H 2.922 -0.754 1.622
93 O 3.419 -1.108 2.340
94 H -4.221 -0.832 -1.093
95 H -2.162 -0.434 3.573
96 H 0.246 -1.717 -5.665
97 H 5.045 -2.399 -0.202
98 H 3.432 -2.961 3.464
99 H -0.829 -3.298 -2.787
100 O -2.690 0.649 -4.567
101 H -2.351 1.488 -4.291
102 H -2.615 0.465 -5.554
103 O 1.862 -1.095 -0.333
104 H 2.360 -1.351 -1.196
105 H 2.270 -0.192 0.037
106 O 2.700 -1.705 -2.688
107 H 2.861 -2.621 -2.355
108 H 1.896 -1.754 -3.117
109 O -3.905 -4.552 -1.653
110 H -4.154 -4.217 -2.538
111 H -3.468 -3.855 -1.211
112 O 2.127 4.255 1.711
113 H 3.097 4.151 1.495
114 H 1.762 4.486 0.948
115 O 3.698 4.098 -0.599
116 H 4.058 4.671 -1.204
117 H 3.996 3.996 0.283
118 O 3.055 1.331 -1.381
119 H 3.411 1.418 -2.234
120 H 3.360 2.050 -0.968

Cartesian forces (eV/Å) of the 2 atoms listed first:
H 0.6 0.7 1.8
H 5.7 -1.3 1.2

## Properties
ΔE to the lowest compared entry with this formula, charge and spin (kcal/mol): 347.3
Gap between HOMO and LUMO (eV): 10.22
LUMO (eV): -0.35

=====

8.
Density functional theory data (ωB97M-V/def2-TZVPD) for a 40-piece molecular cluster, H80O40 overall.

Geometry (Å):
1 H -4.133 2.289 -2.983
2 H -4.155 0.713 -3.188
3 O -4.676 1.427 -3.238
4 H 0.252 0.677 -1.297
5 H -0.716 -0.368 -2.167
6 O -0.408 0.573 -2.092
7 H 1.669 1.100 -0.617
8 H 2.497 2.311 -1.181
9 O 1.915 2.031 -0.440
10 H 0.797 2.008 -2.274
11 H 0.839 1.848 -3.903
12 O 1.106 2.344 -3.073
13 H -0.111 -2.559 -3.174
14 H -0.742 -1.190 -3.991
15 O -0.854 -1.895 -3.295
16 H 4.863 2.193 -1.515
17 O 4.475 2.644 -2.302
18 H -1.560 4.479 -1.120
19 O -0.950 4.917 -1.699
20 H 1.803 -0.359 6.195
21 H 2.697 0.659 5.671
22 O 2.574 -0.240 5.727
23 H -0.481 1.649 1.220
24 H -1.130 0.181 0.999
25 O -0.844 0.878 0.456
26 H -6.596 -1.807 0.226
27 H -5.128 -1.412 -0.381
28 O -5.637 -1.514 0.379
29 H 0.918 5.267 -0.384
30 H -0.288 4.972 0.224
31 O 0.613 4.734 0.426
32 H -1.949 -1.410 -5.454
33 O -1.171 -0.941 -5.826
34 H 1.273 0.206 -5.854
35 H 0.285 0.396 -4.569
36 O 0.729 0.861 -5.336
37 H -0.676 -6.175 1.961
38 H 0.187 -6.173 3.305
39 O -0.709 -6.041 2.963
40 H 1.609 1.874 2.141
41 H 1.113 3.388 1.938
42 O 1.123 2.609 2.560
43 H 5.554 -0.950 -0.472
44 H 4.916 0.098 -1.229
45 O 5.305 -0.724 -1.369
46 H -1.583 0.088 3.978
47 H -1.824 -1.319 3.796
48 O -1.255 -0.655 3.492
49 H -1.004 -4.483 3.203
50 H -0.999 -3.472 4.426
51 O -1.301 -3.616 3.477
52 H 1.391 -3.480 -0.582
53 O 2.322 -3.422 -0.845
54 H 2.589 0.357 1.269
55 H 3.141 -0.259 2.504
56 O 2.978 0.665 2.176
57 H 0.576 -1.187 0.002
58 O 1.341 -0.975 -0.570
59 H -1.592 1.823 4.823
60 H -0.602 1.288 3.967
61 O -1.083 2.119 3.984
62 H -2.959 -5.422 0.041
63 H -1.967 -4.873 -0.985
64 O -2.095 -5.554 -0.264
65 H -2.618 0.771 -1.115
66 H -3.214 0.792 0.218
67 O -3.388 1.123 -0.689
68 H 1.420 3.626 -4.112
69 H 0.443 4.748 -3.834
70 O 1.127 4.481 -4.385
71 H -0.907 2.833 -4.270
72 H -1.645 4.142 -3.828
73 O -1.691 3.284 -4.363
74 H 2.378 -3.684 1.265
75 H 2.667 -3.619 2.684
76 O 3.032 -3.316 1.892
77 H 4.045 -1.193 -2.167
78 H 3.295 -0.921 -3.367
79 O 3.238 -1.512 -2.618
80 H 0.294 -4.907 -2.701
81 H -0.653 -4.535 -4.065
82 O -0.592 -4.483 -3.012
83 H -4.657 -0.326 1.867
84 H -4.988 0.509 3.042
85 O -4.492 0.599 2.161
86 H -3.434 -3.595 3.004
87 H -4.450 -2.581 2.260
88 O -3.546 -2.572 2.745
89 H -4.245 -1.490 -3.414
90 O -3.886 -2.400 -3.085
91 H 2.392 2.553 4.112
92 H 2.606 3.363 5.344
93 O 2.631 2.483 4.966
94 H 2.871 -3.676 -0.145
95 H 5.341 2.917 -2.436
96 H 1.821 -1.833 -0.757
97 H -0.307 4.464 -2.162
98 H -1.577 -0.426 -6.481
99 H -3.028 -2.141 -2.899
100 O -3.592 0.879 5.019
101 H -4.004 0.807 4.202
102 H -2.792 0.294 4.925
103 O 3.567 3.380 1.951
104 H 2.962 3.128 1.103
105 H 3.249 2.918 2.716
106 O 0.326 -2.548 1.186
107 H -0.238 -2.980 0.545
108 H -0.307 -2.451 1.959
109 O 0.281 0.578 5.455
110 H 0.042 0.806 6.510
111 H 0.858 1.213 5.097
112 O -2.041 -1.551 0.409
113 H -2.739 -1.992 0.865
114 H -1.346 -1.180 1.182
115 O 2.314 -1.568 -5.204
116 H 3.195 -1.353 -5.657
117 H 2.586 -1.874 -4.285
118 O 3.256 5.636 0.595
119 H 3.314 4.940 1.141
120 H 2.559 6.244 0.771

Cartesian forces (eV/Å) of the 2 atoms listed first:
H -1.4 -3.3 -0.8
H 3.4 -3.5 0.6

## Properties
ΔE to the lowest compared entry with this formula, charge and spin (kcal/mol): 345.5
Gap between HOMO and LUMO (eV): 9.27
LUMO (eV): -0.78